(1)
The following is a DFT calculation (ωB97M-V with the def2-TZVPD basis set) of C30H38KNS4 as an isolated structure.

Last column: Löwdin charge in e.
Positions of all 74 atoms, in Å:
K  0.100827  -0.066108  -0.670235  0.565
C  3.484835  -1.338843  2.040036  -0.529
C  2.267775  -1.783355  2.861619  -0.529
S  0.797859  -0.827201  2.400973  0.832
C  -0.528691  -1.835646  3.117940  -0.505
C  -1.771248  -1.919196  2.233567  -0.539
S  -1.570479  -2.630977  0.582543  0.839
C  -1.008549  -4.301029  0.993497  -0.539
C  -0.486708  -5.059694  -0.220912  -0.536
S  0.839686  -4.240929  -1.145595  0.875
C  1.842209  -3.631540  0.227381  -0.555
C  3.113971  -2.939069  -0.277040  -0.514
S  3.311276  -1.216744  0.239534  0.839
H  4.328400  -1.991340  2.273579  0.081
H  3.770339  -0.328344  2.338269  0.072
H  2.518204  -1.645550  3.915147  0.082
H  2.086140  -2.849556  2.712084  0.060
H  -0.835455  -1.400993  4.070997  0.074
H  -0.115107  -2.822540  3.338056  0.064
H  -2.117854  -0.897677  2.040076  0.027
H  -2.536451  -2.481508  2.773707  0.082
H  -1.834381  -4.870103  1.426527  0.086
H  -0.224492  -4.247778  1.749627  0.057
H  -1.285884  -5.218759  -0.946007  0.072
H  -0.145294  -6.043046  0.109232  0.077
H  2.102274  -4.457547  0.892894  0.090
H  1.231679  -2.914677  0.772752  -0.006
H  3.117517  -2.878209  -1.367688  0.033
H  4.003356  -3.503728  0.004550  0.081
C  3.084927  1.625091  -2.652940  -0.037
C  2.040905  0.652487  -3.125067  -0.298
C  2.371541  -0.672989  -3.390127  -0.028
C  1.425287  -1.578995  -3.856526  -0.271
C  1.825791  -2.969618  -4.259074  -0.067
C  0.111372  -1.149230  -4.008288  -0.015
C  -0.250285  0.173083  -3.768185  -0.299
C  -1.663688  0.630081  -4.002847  -0.028
C  0.727454  1.064704  -3.332233  -0.071
H  2.646255  2.403906  -2.027883  0.084
H  3.559519  2.119786  -3.503012  0.089
H  3.864823  1.121643  -2.081772  0.067
H  3.397888  -0.998927  -3.250162  0.124
H  2.117676  -2.978668  -5.311762  0.088
H  1.006426  -3.674759  -4.131953  0.060
H  2.675833  -3.332267  -3.680720  0.065
H  -0.645046  -1.851096  -4.343387  0.127
H  -1.821861  0.849588  -5.060813  0.091
H  -1.885210  1.535566  -3.440223  0.051
H  -2.381920  -0.139216  -3.717482  0.087
H  0.448107  2.091342  -3.112004  0.119
N  -1.413561  1.000435  1.023649  -0.049
C  -1.682415  2.195841  1.276195  -0.425
C  -1.441025  3.314729  0.281706  -0.195
C  -1.818921  3.141569  -1.049812  -0.064
C  -1.527252  4.099866  -2.006895  -0.109
C  -0.826644  5.247795  -1.650846  -0.106
C  -0.446148  5.431334  -0.330244  -0.091
C  -0.765827  4.479442  0.629740  -0.046
C  -2.262588  2.646605  2.605030  -0.175
C  -1.962220  1.900522  3.744735  -0.044
C  -2.508730  2.225404  4.973495  -0.094
C  -3.381234  3.303540  5.083102  -0.111
C  -3.686732  4.052485  3.959027  -0.096
C  -3.120921  3.733161  2.730114  -0.048
H  -2.359999  2.236107  -1.302416  0.100
H  -1.850884  3.966203  -3.033324  0.095
H  -0.591682  5.996713  -2.396586  0.095
H  0.097584  6.323796  -0.045305  0.098
H  -0.479509  4.638977  1.663016  0.117
H  -1.284945  1.063405  3.625528  0.076
H  -2.255413  1.644808  5.852913  0.095
H  -3.815847  3.558120  6.041685  0.094
H  -4.367828  4.891055  4.038577  0.096
H  -3.358808  4.328264  1.856269  0.110

Cartesian forces, eV/Å:
K 0.26 -0.38 -0.04
C -0.08 0.02 0.11
C 0.09 -0.12 -0.14
S 0.06 0.17 0.04
C 0.02 -0.12 0.03
C -0.02 -0.01 0.12
S 0.07 0.05 0.10
C -0.01 -0.05 0.01
C -0.05 -0.01 0.07
S 0.03 0.01 -0.06
C 0.02 0.04 0.08
C 0.04 -0.05 -0.05
S -0.04 0.01 -0.04
H 0.02 0.01 -0.04
H 0.01 0.01 -0.03
H -0.07 0.05 0.02
H -0.06 0.03 0.00
H 0.01 0.00 0.00
H 0.00 0.01 -0.03
H -0.03 -0.03 -0.07
H -0.04 0.05 -0.03
H -0.01 0.03 -0.01
H -0.01 0.04 0.00
H 0.01 0.02 -0.02
H 0.02 0.01 -0.02
H -0.03 -0.03 -0.02
H -0.02 -0.01 0.00
H 0.00 0.01 0.00
H 0.00 0.01 0.01
C 0.02 0.05 0.04
C -0.01 -0.01 -0.04
C 0.07 0.03 0.00
C -0.02 -0.01 0.00
C 0.01 -0.04 0.00
C -0.02 0.05 -0.05
C 0.05 -0.01 -0.06
C -0.04 0.02 0.00
C -0.06 0.08 -0.03
H 0.00 0.00 0.00
H 0.01 0.00 0.00
H 0.00 0.00 0.00
H 0.01 0.00 0.01
H 0.01 -0.01 0.00
H -0.01 0.00 0.00
H 0.00 0.00 0.00
H 0.01 -0.02 -0.01
H 0.00 0.00 0.00
H 0.00 0.00 -0.01
H -0.01 0.00 0.00
H 0.01 0.01 -0.04
N -0.18 0.13 0.00
C -0.12 -0.07 0.23
C 0.00 -0.07 -0.19
C 0.00 -0.02 0.11
C 0.03 0.05 -0.04
C -0.03 -0.02 -0.05
C 0.02 0.02 0.02
C 0.04 0.06 0.01
C 0.12 -0.08 0.11
C -0.03 0.07 -0.05
C -0.01 0.01 0.02
C 0.00 -0.03 0.06
C -0.03 0.05 -0.02
C -0.01 -0.01 0.00
H 0.00 0.00 -0.03
H 0.00 -0.01 0.00
H 0.00 0.00 0.00
H 0.00 0.00 0.01
H 0.00 -0.01 0.01
H 0.01 -0.01 0.02
H 0.00 0.00 0.00
H 0.00 0.00 0.00
H 0.00 0.00 -0.01
H -0.01 0.01 0.00

Output
Total energy in Eh: -3413.40446
LUMO energy in eV: 0.1
ΔE to the lowest compared entry with this formula, charge and spin in kcal per mole: 1.42
HOMO-LUMO gap in Ha: 0.2218
HOMO energy in eV: -5.9

(2)
The following is a DFT calculation (ωB97M-V with the def2-TZVPD basis set) of one molecule with the formula C5H13N3O.

Last column: natural (NBO) charge in e.
Positions of all 22 atoms, in Å:
C  -1.200987  1.025607  0.842889  -0.156
C  2.372163  -1.036911  1.045651  -0.677
C  -1.800403  -0.111787  1.630240  -0.656
N  -0.630259  0.572403  -0.622241  0.168
C  0.675217  -0.118495  -0.460046  0.022
C  1.049961  -0.389616  0.767145  -0.275
N  -1.551739  -0.263746  -1.275280  -0.634
N  1.283588  -0.140297  -1.807613  -0.934
O  -0.429556  1.753874  -1.392612  -0.586
H  0.319210  1.471698  -1.981532  0.499
H  -2.403314  0.260676  -1.460550  0.365
H  -1.157599  -0.561158  -2.164435  0.371
H  2.267718  0.094281  -1.734259  0.386
H  1.231994  -1.067059  -2.221447  0.372
H  -1.945806  1.753690  0.520312  0.189
H  -0.397222  1.528239  1.369914  0.257
H  2.225479  -1.887315  1.714176  0.217
H  2.929328  -1.391192  0.164990  0.149
H  3.007366  -0.326779  1.577833  0.218
H  -2.448478  -0.733385  1.017791  0.220
H  -2.400127  0.296572  2.443752  0.216
H  -0.996534  -0.729298  2.025322  0.265

Cartesian forces, eV/Å:
C -0.30 -0.09 -1.84
C -0.14 -0.01 -0.40
C 0.09 -0.18 -0.10
N -0.24 0.66 1.45
C 0.93 -0.16 -0.25
C 0.48 -0.14 0.18
N -0.65 -0.28 0.04
N -0.09 -0.29 0.48
O -0.14 0.27 0.21
H -0.33 -0.11 0.29
H 0.16 0.10 -0.01
H 0.14 0.20 0.17
H -0.11 -0.04 0.03
H 0.07 0.11 0.02
H -0.14 0.04 0.05
H 0.20 -0.24 -0.41
H 0.10 0.01 0.03
H 0.12 -0.07 -0.04
H 0.03 -0.02 0.08
H -0.06 0.01 -0.04
H -0.02 0.15 0.03
H -0.10 0.09 0.00

Output
Total energy in Eh: -437.60972
LUMO energy in eV: 0.8
ΔE to the lowest compared entry with this formula, charge and spin in kcal per mole: 153.34
HOMO-LUMO gap in Ha: 0.2685
HOMO energy in eV: -6.6

(3)
The following is a DFT calculation (ωB97M-V with the def2-TZVPD basis set) of C34H37CsN6O6S3 as an isolated structure.

Last column: Löwdin charge in e.
Positions of all 87 atoms, in Å:
Cs  0.496138  1.339606  0.596181  1.061
C  -1.117588  0.126570  4.056903  -0.092
C  -2.337472  0.832974  3.461311  -0.205
C  -3.095269  1.678093  4.460004  -0.162
C  -3.845837  1.019830  5.433776  -0.064
C  -4.594582  1.708520  6.371018  -0.112
C  -4.610046  3.097041  6.332714  -0.073
C  -3.885282  3.790479  5.376817  -0.190
C  -3.889403  5.296480  5.355699  -0.219
C  -2.641768  5.897341  6.005942  -0.097
C  -3.105582  3.084930  4.437579  -0.191
N  -2.439287  3.839478  3.465870  0.095
C  -1.167682  3.697261  3.336163  -0.136
C  -0.349295  4.347461  2.364316  -0.418
C  -0.713731  5.221857  1.323273  -0.093
C  0.471201  5.525600  0.656460  -0.146
C  1.484689  4.816150  1.335070  -0.277
N  1.003850  4.106212  2.360794  -0.024
H  -0.668080  -0.534712  3.314611  0.044
H  -1.408408  -0.480247  4.917763  0.068
H  -0.373687  0.847925  4.403500  0.066
H  -3.011170  0.069224  3.063499  0.116
H  -2.027385  1.436668  2.608334  0.073
H  -3.842633  -0.065603  5.439824  0.108
H  -5.171245  1.171860  7.115021  0.086
H  -5.199696  3.655710  7.053380  0.098
H  -4.782555  5.656119  5.876001  0.097
H  -3.942720  5.633740  4.318768  0.103
H  -2.546518  5.563159  7.041881  0.069
H  -2.681648  6.989370  6.000369  0.062
H  -1.746623  5.590477  5.465310  0.065
H  -0.617466  3.034181  4.017091  0.121
H  -1.714655  5.567701  1.113087  0.083
H  0.597551  6.168606  -0.202918  0.067
H  2.541025  4.799916  1.095538  0.078
N  3.824671  -6.116296  -0.892788  0.087
C  3.462012  -4.783829  -1.162146  -0.331
C  4.329949  -3.946135  -1.863517  -0.066
C  3.979960  -2.630266  -2.118180  -0.095
C  2.757650  -2.146308  -1.679188  -0.260
C  1.901062  -2.963665  -0.954821  -0.024
C  2.253024  -4.275465  -0.696313  -0.014
S  2.258349  -0.470031  -1.921614  0.565
O  2.839684  0.309806  -0.832277  -0.463
O  0.803078  -0.484764  -1.901502  -0.405
N  2.892241  -0.140408  -3.330451  -0.216
C  2.654855  1.076732  -3.849121  -0.711
S  3.336865  1.409616  -5.446010  0.970
C  2.647150  2.996967  -5.392691  -0.457
C  1.981495  3.148943  -4.225237  -0.278
N  1.977166  2.086467  -3.359350  0.042
H  4.416748  -6.525094  -1.599042  0.074
H  3.032262  -6.709617  -0.699121  0.079
H  5.281713  -4.332400  -2.213967  0.114
H  4.644255  -1.977870  -2.669457  0.104
H  0.955927  -2.583303  -0.591385  0.095
H  1.565833  -4.901846  -0.138035  0.121
H  2.767749  3.706651  -6.193533  0.039
H  1.460049  4.051090  -3.933822  0.096
C  3.853610  -1.967701  -4.853265  -0.092
C  2.518211  -2.575177  -4.533384  -0.263
C  1.347507  -1.858866  -4.769308  -0.041
C  0.110699  -2.397354  -4.460822  -0.052
C  0.034411  -3.660447  -3.886360  -0.268
C  1.189546  -4.380844  -3.624858  -0.056
C  2.420697  -3.839243  -3.960208  -0.068
S  -1.546762  -4.330184  -3.444480  0.606
O  -2.472914  -3.857587  -4.442259  -0.315
O  -1.372490  -5.743906  -3.232727  -0.320
N  -1.961668  -3.682872  -2.034679  -0.134
C  -2.086423  -2.225528  -1.923466  -0.218
C  -2.401552  -1.864581  -0.476667  -0.097
C  -1.276232  -2.310914  0.476544  -0.696
O  -0.976386  -3.534094  0.438846  -0.063
O  -0.705421  -1.426126  1.147665  -0.154
H  3.811419  -1.394498  -5.781029  0.058
H  4.625430  -2.733463  -4.948047  0.082
H  4.136627  -1.272916  -4.059554  0.027
H  1.411588  -0.858470  -5.181572  0.100
H  -0.796844  -1.844686  -4.662460  0.116
H  1.110941  -5.357835  -3.166870  0.110
H  3.326223  -4.398645  -3.753689  0.100
H  -1.488373  -4.058291  -1.195977  0.086
H  -2.881818  -1.890361  -2.590923  0.114
H  -1.154790  -1.724998  -2.213147  0.089
H  -3.331729  -2.354111  -0.173345  0.115
H  -2.534399  -0.785261  -0.401343  0.107

Cartesian forces, eV/Å:
Cs -0.13 0.06 0.06
C 0.00 -0.01 0.00
C 0.04 -0.03 0.00
C -0.01 0.00 -0.01
C 0.00 0.00 0.00
C 0.00 0.00 0.00
C 0.00 0.00 0.00
C 0.01 0.00 0.01
C 0.00 0.00 0.00
C 0.00 0.00 0.00
C 0.00 0.01 0.01
N 0.02 -0.03 -0.04
C -0.06 0.00 0.08
C 0.00 -0.04 -0.04
C -0.01 -0.05 0.02
C 0.00 -0.03 0.02
C 0.03 0.01 -0.04
N -0.01 -0.08 -0.01
H 0.00 0.00 0.00
H 0.00 0.01 0.01
H 0.00 0.00 -0.01
H -0.01 0.00 0.00
H -0.08 0.03 0.02
H 0.00 0.00 0.00
H 0.00 0.00 0.00
H 0.00 0.00 0.00
H 0.00 0.00 0.00
H 0.00 0.00 0.00
H 0.00 0.00 0.00
H 0.00 0.00 0.00
H 0.00 0.00 0.00
H 0.05 0.05 0.01
H 0.01 0.01 -0.02
H 0.00 0.00 -0.01
H 0.00 0.00 0.01
N 0.00 0.01 -0.01
C 0.08 0.06 0.12
C 0.23 0.24 0.59
C 0.44 0.19 1.00
C 0.14 0.06 0.38
C 0.08 0.15 0.03
C 0.05 0.00 0.07
S -0.11 0.25 0.48
O 0.15 -0.13 -0.13
O 0.03 0.13 -0.09
N -0.54 1.45 1.25
C 0.12 -0.02 0.13
S 0.00 0.09 -0.08
C 0.01 -0.01 0.02
C -0.01 -0.01 0.01
N -0.03 0.02 -0.03
H 0.00 -0.01 -0.02
H -0.01 -0.01 -0.01
H 0.01 -0.01 -0.03
H 0.05 -0.29 0.51
H 0.03 -0.05 0.01
H -0.02 0.02 0.00
H 0.00 0.00 0.00
H 0.00 0.00 -0.01
C 0.49 -0.54 -0.70
C -0.06 -0.24 -0.49
C -0.11 -0.20 -0.21
C -0.01 -0.03 -0.05
C -0.06 0.02 0.03
C 0.04 -0.08 -0.20
C -0.37 -0.46 -0.96
S 0.27 0.08 -0.18
O -0.07 -0.02 0.02
O -0.06 -0.05 0.02
N -0.17 -0.01 0.07
C 0.07 0.03 -0.04
C -0.10 -0.05 0.11
C 0.21 0.03 -0.29
O -0.03 -0.04 0.15
O 0.00 0.21 0.18
H -0.02 -0.05 -0.06
H 0.00 -0.17 -0.19
H -0.01 -0.29 -0.95
H -0.07 -0.15 -0.08
H 0.01 0.00 -0.01
H 0.01 -0.01 -0.04
H -0.39 0.01 -0.42
H 0.02 -0.01 -0.02
H -0.01 -0.01 0.01
H -0.06 -0.01 0.00
H -0.01 0.00 -0.02
H 0.00 0.00 0.02

Output
Charge: -2
Total energy in Eh: -3312.62453
LUMO energy in eV: 3.8
ΔE to the lowest compared entry with this formula, charge and spin in kcal per mole: 34.45
HOMO-LUMO gap in Ha: 0.2346
HOMO energy in eV: -2.6

(4)
The following is a DFT calculation (ωB97M-V with the def2-TZVPD basis set) of C8H12BINO4 as an isolated structure.

Last column: natural (NBO) charge in e.
Positions of all 27 atoms, in Å:
B  0.658078  1.051889  0.036722  0.916
C  0.252986  -1.409130  0.338893  0.842
C  -1.891756  1.200135  -0.147903  0.800
C  1.662663  2.068729  -0.193659  -0.584
C  3.516690  1.335669  0.172742  -0.009
C  -1.324853  -1.175788  1.041676  -0.365
C  -2.154577  -0.135459  -0.963040  -0.346
C  4.582963  2.316078  0.307387  -0.821
C  -2.662412  -2.569212  -0.502721  -0.424
N  -2.392220  -1.136521  0.001033  -0.356
O  0.679834  -2.504346  0.183850  -0.520
O  -2.833556  1.711056  0.442337  -0.539
O  0.874189  -0.293522  0.177668  -0.672
O  -0.656866  1.599491  -0.018208  -0.650
I  3.967075  -0.613524  0.041165  0.436
H  1.803812  3.117772  -0.520442  0.246
H  -1.501220  -2.117338  1.581269  0.247
H  -1.377839  -0.288715  1.707866  0.257
H  -2.965435  -0.199612  -1.665356  0.252
H  -1.365811  -0.344752  -1.649138  0.235
H  5.670735  1.956663  0.290655  0.254
H  4.443484  3.131132  -0.593857  0.292
H  4.527307  2.816740  1.336748  0.302
H  -3.276726  -2.984712  0.287412  0.235
H  -3.210206  -2.564867  -1.487018  0.246
H  -1.715555  -3.162195  -0.651296  0.265
H  -3.310784  -0.805656  0.445212  0.461

Cartesian forces, eV/Å:
B -0.62 1.83 -0.83
C -3.38 0.31 1.81
C -2.14 -0.21 0.54
C 5.83 -1.54 0.82
C -4.59 1.99 -1.58
C 1.88 -1.27 -0.06
C 0.69 2.12 -1.70
C 1.65 2.12 -0.62
C 0.28 0.09 -1.06
N -1.43 -1.66 1.68
O -0.07 0.01 -0.25
O 1.41 -0.88 -1.13
O 1.27 -0.62 -0.18
O -0.62 0.03 -0.02
I 0.19 -0.13 0.20
H -0.24 -1.00 0.66
H 0.20 0.57 0.19
H 0.08 -0.61 -0.56
H -0.97 1.05 0.08
H 1.35 -0.52 0.10
H -1.65 0.07 -0.28
H 0.24 -1.73 2.46
H -0.42 -0.25 -1.46
H -0.01 -0.42 -0.14
H 0.43 0.31 1.15
H -0.83 0.97 0.41
H 1.48 -0.63 -0.27

Output
Charge: +1
Total energy in Eh: -989.91817
LUMO energy (alpha / beta) in eV: -4.5 / -4.5
ΔE to the lowest compared entry with this formula, charge and spin in kcal per mole: 0.00
HOMO-LUMO gap (alpha / beta) in Ha: 0.2512 / 0.2511
HOMO energy (alpha / beta) in eV: -11.3 / -11.3

Number 2 is which compound?
C5H13N3O